A structure of composition C44H36BaN5SSb at a distorted geometry, computed with wB97M-V/def2-TZVPD.

Atoms and positions in Å:
Ba -1.34062 -0.40014 -1.15354
Sb -2.28674 -3.12398 -1.47338
S -2.45604 -2.03847 0.49253
N 1.50973 3.18041 0.06897
N 1.92147 0.28311 -0.92121
N -0.88416 7.08879 1.49975
N 8.46824 3.16828 -1.28546
N 8.35526 1.06541 -2.37225
C -2.16142 -7.73806 -2.76724
C -5.80427 5.28157 -1.15125
C -5.44647 -3.14127 -0.97919
C -1.92598 -5.12811 -1.86855
C -2.60467 -1.45719 -2.72739
C -6.34824 5.30583 0.12437
C -1.74220 -1.01839 -3.71098
C -2.77915 -7.35556 -1.58234
C -5.99437 -4.43695 -3.36815
C 9.00387 2.11151 -1.88356
C -5.70800 4.63466 1.15792
C 6.35400 -0.11395 -2.84485
C -4.38768 -3.55192 -1.77981
C -1.43670 -6.81847 -3.50902
C 4.20009 -0.21252 -1.51557
C -1.96132 0.20103 -4.34693
C 7.02247 1.05153 -2.24646
C -4.53725 3.93555 0.91928
C 6.36050 2.12284 -1.64671
C 3.58870 0.14851 0.77248
C -3.87494 0.57693 -2.92991
C 2.86008 5.02115 -0.64933
C -1.88063 2.31708 -0.76241
C 0.63768 4.03415 0.59168
C -3.03799 0.98798 -3.96372
C 0.81462 5.41607 0.51510
C -7.03683 -4.01558 -2.55571
C 2.27819 0.33066 0.36512
C -2.82272 3.08872 -0.60843
C 2.58234 3.66587 -0.54110
C -4.62931 4.58845 -1.39921
C -3.61854 -0.61997 -2.29237
C -2.68064 -6.04516 -1.14708
C 4.56098 -0.12913 -0.17444
C 7.14336 3.16341 -1.17980
C -0.15301 -2.59775 -1.65015
C 5.14552 -0.60889 -2.57484
C -4.68422 -4.19809 -2.98125
C 2.85550 0.01156 -1.82259
C -6.76284 -3.37396 -1.35864
C -1.31904 -5.51064 -3.05566
C 1.95640 5.91704 -0.10843
C -3.98405 3.90071 -0.36825
C -0.14342 6.32312 1.06842
H -0.22867 3.58721 1.06189
H -4.19257 4.56435 -2.38956
H -6.13025 4.65432 2.15524
H 2.12214 6.98418 -0.16564
H -2.25500 -8.75687 -3.12082
H -3.20551 -5.72746 -0.25288
H 4.79443 -1.43218 -3.19023
H 2.53235 -0.00174 -2.86027
H 5.58943 -0.29587 0.11983
H -0.97685 -7.10864 -4.44506
H -5.24358 -2.63012 -0.04340
H 3.85276 0.20844 1.81983
H -6.30178 5.80493 -1.95873
H 3.25721 2.92652 -0.96477
H 10.08314 2.10578 -1.99081
H -8.06249 -4.18210 -2.86101
H 3.75753 5.37106 -1.14103
H -3.35831 -8.07186 -1.01415
H -7.26620 5.84730 0.31375
H -0.76197 -4.78582 -3.64128
H -4.24879 -0.94866 -1.47222
H 6.69886 4.03168 -0.70478
H -0.93164 -1.65898 -4.04181
H -4.02634 3.39276 1.70271
H -4.71547 1.18817 -2.63040
H -3.88118 -4.52211 -3.63252
H -1.32400 0.51635 -5.16256
H 6.95651 -0.59638 -3.60519
H -7.57059 -3.04266 -0.71783
H 0.35819 -3.31441 -2.29901
H 0.06244 -1.61507 -2.03924
H -6.19800 -4.94323 -4.30390
H -3.24306 1.91321 -4.48468
H 0.30831 -2.71368 -0.66538
H 1.45870 0.53290 1.04054
H 5.28524 2.15471 -1.57150

Atomic forces in eV per Å
4.561 9.750 4.803
-1.228 -2.079 0.104
-1.522 -1.852 3.328
-0.002 0.050 0.142
-0.261 -0.388 -0.028
0.034 -0.072 0.004
0.122 0.087 0.046
-0.030 -0.159 -0.054
0.019 -0.067 -0.060
0.008 0.030 -0.063
0.111 0.000 0.220
0.037 -0.616 -0.326
-2.071 -1.057 -3.137
-0.027 0.028 0.004
-0.458 -0.661 -1.725
0.038 -0.003 0.041
0.081 0.040 -0.038
-0.065 0.032 0.027
0.016 -0.021 0.091
-0.139 -0.079 -0.030
-0.455 -0.196 -0.348
0.022 -0.013 -0.003
-0.171 0.078 0.096
-0.245 0.066 -0.037
0.087 0.232 0.139
-0.030 0.107 -0.229
0.119 -0.009 -0.083
0.077 0.003 0.239
0.102 0.049 0.015
-0.027 0.054 0.011
0.142 -0.140 -0.069
0.070 -0.073 -0.124
0.102 0.069 -0.180
0.219 -0.110 -0.079
-0.149 -0.032 -0.023
-0.128 0.013 -0.506
-0.100 0.088 0.036
0.025 0.038 0.010
0.026 -0.009 0.085
-2.302 -0.380 -1.383
0.102 -0.202 0.100
-0.124 -0.014 -0.085
-0.063 -0.055 -0.014
1.695 -1.671 -0.752
0.053 0.005 -0.115
-0.165 0.038 0.089
0.199 0.065 -0.001
0.009 0.033 -0.007
0.195 -0.020 0.044
-0.048 -0.106 -0.008
0.037 -0.252 0.092
-0.212 0.171 0.114
-0.114 0.167 -0.026
-0.037 0.022 -0.020
0.012 -0.001 -0.002
-0.028 0.009 0.002
-0.015 0.000 0.008
-0.043 -0.042 -0.020
0.096 -0.012 -0.023
0.002 -0.108 0.006
0.005 -0.015 0.014
0.002 -0.028 0.016
0.016 -0.034 0.003
-0.061 -0.005 0.008
0.018 0.008 0.000
0.009 0.013 0.013
-0.015 0.000 0.009
0.005 -0.029 0.027
-0.005 -0.036 -0.032
0.022 -0.011 0.001
0.003 0.001 0.001
0.003 -0.057 -0.026
0.011 0.148 -0.036
-0.046 -0.023 -0.007
0.062 0.081 0.015
-0.066 0.028 0.078
0.102 0.082 0.105
0.037 -0.091 -0.082
0.060 0.024 0.051
-0.038 -0.005 -0.027
-0.014 -0.014 -0.016
-0.063 -0.008 0.005
1.605 -1.175 -0.814
-0.023 0.018 0.003
0.076 0.057 0.077
-0.048 0.186 0.030
0.190 0.059 0.268
-0.005 0.000 0.017

The calculation puts the HOMO-LUMO gap at 6.78 eV. Its energy is -2635.69873 Eh. For the molecular weight, the calculation gives 925.96 g/mol. Its highest occupied orbital energy is -7.260 eV. The max |F| is 11.79 eV/A.